1.
Computed, not measured: a structure of composition C5H15N2 at a distorted geometry, with ωB97M-V/def2-TZVPD.

Positions of all 22 atoms, in Å:
C  2.35  0.18  1.23
C  -1.71  1.05  -0.04
C  -0.63  -1.03  0.88
C  -1.49  -1.01  -1.27
C  1.78  0.84  -0.04
N  0.81  0.02  -0.86
N  -0.98  -0.20  -0.24
H  3.49  0.36  1.24
H  1.92  0.81  2.06
H  2.26  -0.90  1.13
H  -1.80  1.48  -1.08
H  -2.72  0.78  0.40
H  -1.08  1.75  0.57
H  0.12  -0.47  1.53
H  -1.51  -1.41  1.38
H  -0.28  -1.95  0.42
H  -2.33  -0.53  -1.78
H  -0.76  -1.16  -2.04
H  -1.97  -2.01  -1.04
H  1.38  1.86  0.23
H  2.59  1.03  -0.87
H  0.54  0.51  -1.78

Total charge: +1
Gap between HOMO and LUMO in eV: 10.085
HOMO in eV: -14.84
Energy above the lowest of the compared OMol25 structures with the same formula, charge and spin in eV: 4.386


2.
Computed, not measured: the ion C5H15N2 with charge +1 at a distorted geometry, with ωB97M-V/def2-TZVPD.

Positions of all 22 atoms, in Å:
C  -0.63  1.57  0.79
C  -1.42  0.24  0.29
C  -2.57  0.76  -0.62
N  -0.48  -0.79  -0.44
C  0.52  -1.46  0.48
C  2.03  -0.83  0.35
N  2.23  -0.16  -0.93
H  -1.19  2.42  1.12
H  0.05  1.93  0.07
H  -0.04  1.32  1.65
H  -1.73  -0.30  1.23
H  -1.97  0.81  -1.69
H  -3.44  0.09  -0.69
H  -2.94  1.70  -0.22
H  -1.04  -1.52  -0.79
H  0.34  -1.32  1.51
H  0.62  -2.51  0.21
H  2.18  -0.19  1.20
H  2.67  -1.82  0.22
H  2.71  -0.70  -1.56
H  1.35  0.09  -1.37
H  2.74  0.66  -0.82

Total charge: +1
Gap between HOMO and LUMO in eV: 10.208
HOMO in eV: -13.58
Energy above the lowest of the compared OMol25 structures with the same formula, charge and spin in eV: 2.198